DFT (ωB97M-V/def2-TZVPD) results for a structure of composition C20H26ClN3O7STi at a distorted geometry.

Geometry as XYZ:
```
59
Properties=species:S:1:pos:R:3:forces:R:3:lowdin_spin:R:1
Ti -0.56284 0.14705 0.26610 2.0888 0.1547 0.6624 0.4924
Cl 3.45618 2.76426 3.26148 -0.0024 0.0068 0.0015 -0.0005
S 2.56448 -0.87949 -0.41121 -0.2211 0.1158 0.1330 0.0020
O 1.33518 0.04928 -0.33554 0.7599 -0.2064 -0.3774 0.0119
O -3.07690 -0.62924 -1.56220 -0.0526 -0.2920 0.0969 -0.0011
O -2.63709 3.56483 0.98913 -0.0536 0.0485 -0.0327 0.0452
O -1.03325 0.29770 -1.51484 -1.3778 0.1973 -1.2932 0.0156
O -0.74178 -1.66102 0.57433 -0.7612 -1.3582 0.3742 -0.0096
O -2.12589 -3.38720 1.04097 -0.0460 -0.1872 0.0031 0.0128
O -1.02412 2.06733 0.52651 -0.8219 0.9798 0.4212 0.0152
N -2.05527 2.69598 -2.34728 -0.0033 -0.0511 0.0717 0.0001
N -2.30402 0.08483 1.16743 -1.3098 0.0477 -0.2235 0.0379
N 0.48831 0.37998 2.21289 0.6924 -0.0157 0.4639 0.0009
C -4.38845 1.17289 1.59422 0.0724 0.2161 0.0091 0.0113
C 2.55309 0.34346 4.07853 0.1064 -0.0429 0.1074 0.0047
C 1.34695 1.40487 2.31373 -0.2625 -0.0337 -0.0583 0.0042
C -4.22082 -1.24822 1.55648 -0.4797 0.2996 0.2137 0.0107
C 3.96240 1.97739 -0.96795 -0.0157 -0.0358 -0.0015 0.0000
C 4.49490 0.68551 -1.58190 -0.0404 0.0399 0.0052 0.0001
C 0.22942 -3.71638 -2.28811 0.0367 0.0178 -0.0328 0.0000
C 1.07259 -2.44438 -2.20401 -0.0260 -0.1156 0.0377 0.0001
C -2.89590 -1.12511 1.28985 0.5080 0.2435 -0.0811 0.0602
C -2.34606 0.28937 -1.82986 0.4698 0.1230 -0.1817 0.0068
C -2.19720 2.33645 0.91391 0.6958 0.1986 -0.1451 0.0931
C 0.64892 -0.65531 3.04813 -0.1854 0.1257 -0.0226 0.0042
C 1.92622 -2.46901 -0.94105 -0.0823 0.0333 -0.0166 0.0001
C -3.02800 1.22997 1.28069 -0.1897 -0.7734 0.1615 0.0893
C -4.97575 -0.06288 1.73438 -0.0247 -0.3392 0.0151 0.0800
C -1.91333 -2.21799 0.95891 0.3173 0.3358 -0.0418 0.0061
C 1.65760 -0.70516 3.99147 0.0028 -0.0338 0.0739 -0.0007
C 2.38258 1.41691 3.22299 0.0715 0.0825 0.0409 -0.0003
C 3.40648 -0.33595 -1.90094 0.0505 0.1188 0.0014 0.0015
C -2.86338 1.49839 -2.57129 0.1687 0.1947 -0.0352 0.0016
H 1.74052 -1.56289 4.64389 -0.0020 0.0081 -0.0103 -0.0001
H 5.23108 0.23027 -0.91492 -0.0048 -0.0150 -0.0233 0.0000
H -1.99081 4.15556 0.56681 -0.0737 -0.0286 0.0032 0.0007
H 5.01609 0.90227 -2.51605 0.0111 0.0181 0.0110 0.0000
H 3.26219 2.47430 -1.64274 0.0007 -0.0204 0.0244 0.0000
H 3.44191 1.79248 -0.02407 0.0242 0.0000 -0.0291 0.0000
H 1.34113 -2.81122 -0.08592 0.0031 -0.0313 0.0174 0.0000
H 3.81301 -1.23226 -2.37250 0.0223 0.0243 0.0030 0.0002
H 1.70922 -2.35682 -3.08603 0.0232 0.0176 -0.0008 0.0000
H -2.94079 1.19002 -3.61964 0.0086 0.0134 -0.0825 0.0003
H 2.61281 0.07684 -2.52679 0.0394 -0.0338 -0.0822 0.0001
H -0.32301 -3.74566 -3.22679 -0.0079 0.0026 0.0254 0.0000
H 3.36791 0.33560 4.79071 -0.0291 0.0062 -0.0076 0.0003
H -0.48925 -3.75897 -1.46844 0.0158 0.0052 0.0017 0.0000
H 0.41589 -1.57413 -2.18386 -0.0125 0.0243 0.0018 0.0002
H -3.87848 1.66433 -2.21515 -0.0581 0.0016 -0.0313 0.0000
H 4.77859 2.66733 -0.75802 -0.0003 -0.0086 -0.0225 0.0000
H 1.20258 2.23866 1.64093 0.0142 0.0109 -0.0609 0.0001
H -1.07665 2.48128 -2.50099 -0.0227 -0.0098 -0.0210 0.0001
H 0.85345 -4.61130 -2.24011 -0.0074 0.0177 -0.0146 0.0000
H -0.05731 -1.46635 2.95420 -0.0035 -0.0544 -0.0590 0.0002
H 2.81291 -3.10395 -1.02543 -0.0263 -0.0299 0.0052 0.0000
H -4.95877 2.08712 1.69368 0.0063 -0.0352 -0.0054 -0.0008
H -2.31475 3.41951 -3.00540 -0.0199 0.0070 -0.0105 0.0000
H -6.03163 -0.13186 1.95723 0.0145 -0.0020 -0.0147 0.0040
H -4.67307 -2.22927 1.59942 -0.0003 0.0170 0.0325 -0.0010
```
Positions in Å, forces in eV/Å.

Results
Energy relative to the best compared isomer or geometry (same formula, charge and spin)   0.1401 eV
Charge   +1
Spin multiplicity   2
E   -86437.049 eV
E_LUMO (spin up / spin down)   -0.135 / -0.139 hartree